(1)
{"formula": "C41H57As3N4Tl", "method": "ωB97M-V/def2-TZVPD", "species": ["Tl", "C", "C", "N", "C", "C", "C", "C", "C", "C", "C", "N", "C", "C", "C", "C", "C", "C", "C", "C", "N", "C", "H", "H", "H", "H", "H", "H", "H", "H", "H", "H", "H", "H", "C", "As", "C", "C", "C", "C", "C", "As", "C", "C", "C", "As", "C", "C", "H", "H", "H", "H", "H", "H", "H", "H", "H", "H", "H", "H", "H", "H", "H", "H", "H", "H", "H", "H", "H", "H", "H", "H", "H", "H", "H", "C", "C", "C", "C", "C", "C", "C", "C", "N", "C", "C", "C", "C", "H", "H", "H", "H", "H", "H", "H", "H", "H", "H", "H", "H", "H", "H", "H", "H", "H", "H"], "positions_angstrom": [[-0.7576, 0.2320, 0.2665], [-2.6722, -2.9358, 3.2951], [-2.4240, -2.3271, 2.0618], [-2.2965, -1.0281, 1.9068], [-2.4258, -0.2100, 2.9696], [-2.6535, -0.7371, 4.2733], [-2.7749, -2.1355, 4.4020], [-2.7078, 0.1296, 5.3779], [-2.4732, 1.4693, 5.1983], [-2.2416, 2.0018, 3.9315], [-2.2876, 1.2111, 2.7873], [-2.1395, 1.6640, 1.5138], [-2.6191, 2.7929, 0.9557], [-3.4594, 3.7068, 1.5927], [-3.9511, 4.8318, 0.9416], [-3.6684, 5.0873, -0.3785], [-2.9112, 4.1591, -1.1093], [-2.7088, 4.2676, -2.5021], [-2.0490, 3.2756, -3.1784], [-1.5500, 2.1958, -2.4456], [-1.6917, 2.0872, -1.1455], [-2.3717, 3.0134, -0.4489], [-2.7281, -4.0109, 3.3647], [-2.2911, -2.9307, 1.1735], [-2.9239, -2.5516, 5.3868], [-2.9227, -0.2777, 6.3532], [-2.4708, 2.1312, 6.0501], [-2.0056, 3.0501, 3.8345], [-3.7581, 3.5199, 2.6114], [-4.5845, 5.5089, 1.4960], [-4.0595, 5.9620, -0.8741], [-3.1054, 5.1274, -3.0204], [-1.9261, 3.3083, -4.2494], [-1.0175, 1.3839, -2.9311], [3.1487, 0.5329, -1.3609], [1.3657, 0.2043, -2.0991], [1.6714, 1.2880, -3.7303], [1.7615, -1.6431, -2.7387], [0.7014, -2.4487, -3.4938], [0.1981, -1.6340, -4.6868], [-0.4861, -2.8728, -2.6309], [-1.8501, -1.6024, -1.9165], [-3.1061, -3.0313, -1.4020], [-2.9090, -1.0238, -3.4818], [1.3485, -3.7361, -4.0466], [2.1187, -5.2678, -2.9726], [0.4599, -6.1482, -2.3413], [2.6388, -4.5547, -1.1940], [3.2914, -0.0505, -0.4577], [3.2466, 1.5859, -1.0950], [3.9191, 0.2757, -2.0893], [2.5926, 0.9681, -4.2165], [1.7830, 2.3306, -3.4273], [0.8548, 1.2315, -4.4460], [2.0402, -2.1770, -1.8295], [2.6609, -1.5772, -3.3626], [-0.2888, -0.7272, -4.3220], [-0.5205, -2.2067, -5.2723], [1.0255, -1.3560, -5.3386], [-0.1086, -3.3683, -1.7312], [-1.0743, -3.6072, -3.1949], [-3.5912, -3.4138, -2.2998], [-3.8716, -2.6421, -0.7313], [-2.5840, -3.8506, -0.9077], [-2.9368, -1.8114, -4.2354], [-2.5350, -0.1083, -3.9298], [-3.9216, -0.8357, -3.1243], [2.1621, -3.4397, -4.7183], [0.6129, -4.2390, -4.6866], [-0.2339, -6.2930, -3.1669], [-0.0414, -5.6050, -1.5428], [0.7268, -7.1328, -1.9591], [3.4466, -3.8297, -1.2711], [3.0174, -5.4014, -0.6208], [1.8060, -4.1264, -0.6397], [1.1727, 4.8884, 0.1084], [1.7932, 3.8235, 0.9641], [2.8208, 4.1119, 1.8582], [3.3351, 3.1116, 2.6733], [4.4596, 3.4264, 3.6199], [2.8176, 1.8256, 2.6041], [1.8396, 1.4682, 1.6508], [1.3366, 2.5264, 0.8671], [1.4585, 0.1998, 1.3318], [1.7773, -0.9778, 2.1153], [3.2916, -1.2924, 2.0022], [1.0467, -2.1700, 1.4795], [1.3505, -0.8928, 3.5922], [1.7008, 5.8330, 0.2125], [0.1301, 5.0407, 0.3923], [1.1915, 4.5842, -0.9384], [3.2132, 5.1160, 1.9255], [4.7474, 4.4718, 3.5328], [5.3307, 2.8125, 3.3913], [4.1802, 3.2340, 4.6556], [3.2382, 1.0880, 3.2644], [0.5309, 2.3248, 0.1668], [3.5065, -1.8183, 1.0733], [3.5832, -1.9385, 2.8255], [3.8999, -0.3966, 2.0339], [1.1578, -2.1302, 0.3946], [-0.0103, -2.1566, 1.7363], [1.4669, -3.1031, 1.8485], [2.0193, -0.2645, 4.1698], [1.3595, -1.8913, 4.0234], [0.3450, -0.4808, 3.6786]], "forces_ev_per_a": [[0.1757, 0.6735, 0.6536], [-0.0175, 0.0644, 0.2220], [0.0507, 0.0741, -0.0933], [0.1778, -0.1141, -0.5500], [-0.1091, 0.1876, 0.7713], [0.1034, 0.0627, -0.4003], [0.0350, 0.0462, -0.2090], [0.0103, 0.3640, 0.1061], [-0.1179, -0.4870, 0.3555], [0.0097, -0.1589, -0.6800], [-0.0005, 0.1931, 0.6869], [1.0919, -1.1249, -1.1257], [-0.4077, 0.3715, 0.1757], [0.3834, -0.4727, 0.0302], [-0.0349, 0.3079, -0.5124], [-0.2166, 0.1536, 0.2897], [0.1814, -0.3683, 0.2272], [0.1438, -0.2368, 0.1100], [-0.1438, 0.2113, 0.0486], [0.0994, -0.2053, 0.0995], [0.3619, -0.6355, -0.0553], [-0.3488, 0.5822, 0.0306], [-0.0920, -0.0642, -0.0139], [0.0392, -0.0618, -0.0302], [-0.0407, -0.1046, 0.0952], [0.0225, -0.0209, 0.1375], [0.0164, 0.0658, 0.1082], [-0.0756, 0.0969, -0.0567], [0.0313, 0.0327, 0.0774], [-0.0372, 0.0792, 0.0121], [-0.0417, 0.0886, -0.0496], [-0.0542, 0.0860, -0.0765], [0.0761, 0.0187, -0.0812], [0.0160, 0.0899, -0.0401], [0.0131, 0.0435, 0.0669], [0.6790, -0.1211, -0.3858], [-0.1567, -0.0225, 0.1530], [-0.0332, 0.1383, 0.1465], [-0.1123, 0.1536, -0.0889], [0.0412, -0.0969, 0.1573], [-0.1214, 0.1671, 0.2216], [-0.0461, -0.5876, -0.0983], [0.0110, 0.1811, 0.1927], [0.1413, 0.2226, 0.2395], [0.1804, -0.1355, 0.1122], [-0.2455, 0.1673, 0.0874], [0.1322, 0.0243, -0.0362], [-0.0310, -0.0353, -0.2011], [-0.0593, -0.0460, 0.0240], [-0.0830, -0.0178, -0.0135], [-0.1165, -0.0039, -0.0928], [0.0040, -0.0655, 0.0430], [0.0029, -0.0557, 0.0684], [-0.0383, -0.0563, 0.0173], [0.0814, 0.0255, 0.0198], [-0.0597, 0.0850, 0.0942], [-0.0257, 0.0759, -0.1829], [-0.0752, 0.0096, -0.0551], [0.0117, 0.0819, -0.0443], [-0.1118, -0.0476, -0.0033], [-0.0129, 0.0667, 0.1463], [0.0833, 0.0173, -0.0291], [0.0267, 0.0192, -0.0169], [0.0480, 0.0602, -0.0166], [0.0985, -0.0576, 0.1350], [0.0684, 0.0055, -0.0049], [0.0303, -0.0179, 0.0401], [-0.0141, -0.0596, 0.0981], [0.0712, -0.0557, 0.0458], [-0.0045, 0.0114, -0.0834], [-0.0094, 0.0954, 0.0160], [0.0537, -0.0038, -0.0211], [0.0147, 0.0309, -0.0510], [-0.0204, -0.0678, -0.0683], [-0.0608, 0.0634, -0.0220], [-0.0204, -0.0473, 0.0186], [0.1035, 0.0229, 0.1094], [-0.0654, -0.1616, -0.0387], [-0.1297, 0.2930, -0.0930], [-0.0220, -0.0503, 0.0053], [-0.1196, -0.3299, -0.1484], [0.2660, 1.1468, 0.0364], [-0.0645, -0.1247, 0.1889], [-1.7609, -0.7745, -1.1014], [-0.0496, -0.4455, 0.2714], [-0.2351, 0.0842, -0.0406], [0.1147, 0.2795, 0.1646], [0.0892, 0.0504, -0.2847], [-0.0064, 0.0555, -0.0523], [-0.0472, 0.0610, -0.0221], [-0.0302, 0.0970, -0.0969], [0.0235, 0.1138, 0.0084], [0.0431, 0.0145, 0.0428], [0.0601, -0.0069, 0.0354], [-0.0194, -0.0228, 0.0344], [0.0469, -0.1193, 0.0546], [0.0691, 0.1259, -0.0802], [0.0034, -0.0012, -0.1121], [0.0771, -0.1125, 0.0970], [0.0950, 0.0609, 0.0152], [0.0834, -0.0439, -0.1177], [-0.0599, 0.0127, 0.0209], [0.0102, -0.1231, -0.0326], [0.0200, 0.0406, 0.1329], [0.0029, -0.0871, 0.1400], [-0.1208, 0.0049, -0.0284]], "mulliken_charge": [0.942, -1.054, -0.278, -0.101, -0.029, 1.688, -0.868, -1.004, -0.955, -0.308, -0.458, 0.105, 0.658, -0.837, -0.932, -0.967, 1.118, -0.797, -1.468, -0.127, 0.324, -0.435, 0.488, 0.456, 0.455, 0.436, 0.427, 0.726, 0.703, 0.433, 0.449, 0.471, 0.533, 0.492, -1.100, 1.177, -1.496, -1.487, 2.747, -1.701, -1.286, 1.349, -1.552, -1.442, -2.240, 0.308, -0.962, -0.799, -0.043, 0.405, 0.650, 0.423, 0.433, 0.369, -0.313, 0.814, -0.140, 0.452, 0.471, -0.229, 0.798, 0.469, 0.437, 0.415, 0.409, 0.335, 0.517, 0.549, 0.563, 0.319, 0.132, 0.416, 0.334, 0.539, -0.066, -1.510, -0.311, -1.009, 0.038, -1.635, -1.028, 0.571, 0.255, 1.057, 1.694, -1.753, -1.528, -1.549, 0.404, 0.230, 0.273, 0.332, 0.381, 0.336, 0.338, 0.628, 0.762, 0.247, 0.518, 0.368, 0.236, -0.576, 0.907, 0.399, 0.530, 0.132], "multiplicity": 1, "total_charge": 1, "max_force_ev_per_a": 2.2, "e_above_lowest_kcal_mol": 25.9}

(2)
{"formula": "C6H10O", "method": "ωB97M-V/def2-TZVPD", "species": ["C", "C", "C", "C", "C", "C", "O", "H", "H", "H", "H", "H", "H", "H", "H", "H", "H"], "positions_angstrom": [[0.4494, 1.6622, -1.6202], [-0.2620, 1.3166, -0.5410], [-0.2870, -0.0656, 0.5113], [0.9674, -0.1693, 1.3521], [-0.6465, -1.1848, -0.4493], [-1.5356, 0.0988, 1.3519], [-1.5333, 0.0633, 2.5585], [0.3605, 2.6417, -2.0397], [1.1291, 0.8867, -2.0771], [-0.7853, 2.0613, -0.0505], [1.6832, -0.6513, 0.7439], [1.3607, 0.7799, 1.6286], [0.7719, -0.7770, 2.3449], [-1.4662, -0.7733, -0.9423], [0.0655, -1.3411, -1.2618], [-0.8602, -2.0691, 0.1310], [-2.5775, 0.1904, 0.7260]], "forces_ev_per_a": [[0.3232, -2.8148, 0.7234], [1.4744, -2.0021, 1.5621], [-0.0655, 2.6725, -2.5830], [-1.2924, -1.4883, 1.7093], [1.5033, -0.1119, 0.6394], [-1.5272, 0.2881, -0.0727], [-0.3095, 0.1273, -0.8819], [0.0583, 0.3186, -0.2419], [-0.7150, 1.1466, 0.2071], [-1.3533, 1.6558, 0.6454], [1.0930, -0.6966, -0.4038], [0.1330, 0.8358, 0.3135], [0.3917, 1.0973, -2.0918], [-1.9674, -0.1055, -0.8871], [0.3754, -0.2056, 0.4545], [-0.1603, -0.6365, -0.3122], [2.0384, -0.0807, 1.2196]], "mulliken_charge": [-0.660, -0.358, 1.467, -1.574, -1.602, -0.210, -0.466, 0.295, 0.199, 0.316, 0.421, 0.392, 0.292, 0.475, 0.326, 0.436, 0.252], "smiles": "C=CC(C)(C)C=O", "multiplicity": 1, "max_force_ev_per_a": 3.7, "e_above_lowest_kcal_mol": 44.6}

no.,LUMO level (Ha),gap between HOMO and LUMO (eV)
1,-0.1529,5.096
2,0.0319,10.769